Below is 13 unconnected molecules or ions with the total composition C48H108O34P4 in a non-equilibrium geometry, with properties calculated with ωB97M-V/def2-TZVPD.

Computed properties:
gap between HOMO and LUMO	9.935	eV
maximum force	6.4	eV Å⁻¹

```
! RIJCOSX wB97M-V def2-TZVPD def2/J DEFGRID3
* xyz 0 1
C 2.429 -7.143 -6.368
O 3.782 -6.688 -6.214
P 4.179 -5.174 -6.627
O 3.371 -4.081 -6.025
O 5.732 -5.198 -6.149
C 6.340 -4.044 -5.489
O 4.247 -5.306 -8.211
C 4.563 -6.473 -8.893
H 2.292 -7.857 -7.180
H 1.761 -6.292 -6.503
H 2.132 -7.554 -5.403
H 6.860 -4.433 -4.614
H 5.572 -3.336 -5.178
H 7.031 -3.619 -6.217
H 4.689 -7.414 -8.356
H 5.397 -6.463 -9.594
H 3.676 -6.673 -9.494
C -3.293 8.438 5.881
O -4.473 8.676 5.020
P -5.647 7.546 4.856
O -6.061 6.855 6.146
O -5.227 6.610 3.618
C -4.227 5.566 3.653
O -6.872 8.520 4.275
C -7.373 9.567 5.033
H -2.421 8.481 5.229
H -3.402 7.424 6.268
H -3.082 9.192 6.639
H -3.584 5.662 4.528
H -3.532 5.781 2.842
H -4.687 4.588 3.507
H -6.873 9.697 5.992
H -8.423 9.419 5.288
H -7.297 10.496 4.468
C -2.802 1.200 -1.017
O -1.643 0.419 -0.929
P -0.372 0.968 -0.022
O -0.457 2.419 0.332
O 0.944 0.594 -0.819
C 1.272 -0.747 -1.300
O -0.423 0.024 1.318
C -1.501 0.100 2.275
H -2.568 2.243 -0.801
H -3.678 0.925 -0.430
H -2.952 0.992 -2.077
H 2.265 -1.039 -0.959
H 1.270 -0.726 -2.390
H 0.482 -1.459 -1.064
H -2.231 0.824 1.912
H -1.069 0.357 3.242
H -1.987 -0.868 2.393
C 8.633 3.930 -6.010
O 7.330 3.468 -5.617
P 6.923 1.902 -5.965
O 8.090 0.990 -6.199
O 5.972 1.515 -4.706
C 6.348 1.726 -3.342
O 5.832 2.012 -7.256
C 6.360 2.639 -8.486
H 9.175 4.272 -5.128
H 8.495 4.843 -6.590
H 9.338 3.144 -6.282
H 6.845 2.677 -3.149
H 6.903 0.811 -3.139
H 5.493 1.895 -2.686
H 6.374 1.896 -9.283
H 7.314 3.166 -8.491
H 5.692 3.340 -8.987
O 7.642 -6.911 1.072
C 7.330 -6.433 2.108
O 7.209 -5.130 2.422
C 7.311 -4.229 1.341
C 5.965 -4.100 0.609
C 7.376 -7.314 3.339
H 7.954 -4.589 0.538
H 7.773 -3.278 1.607
H 6.045 -3.253 -0.072
H 5.029 -3.935 1.142
H 5.843 -4.920 -0.098
H 7.069 -8.358 3.276
H 6.756 -6.872 4.118
H 8.395 -7.337 3.726
O 1.561 0.511 6.435
C 2.180 1.250 5.622
O 3.491 1.211 5.250
C 4.301 0.029 5.362
C 4.052 -0.893 4.159
C 1.468 2.389 5.001
H 4.099 -0.556 6.259
H 5.322 0.408 5.397
H 4.473 -0.372 3.299
H 2.999 -0.901 3.877
H 4.528 -1.864 4.291
H 1.963 3.317 4.714
H 0.772 2.777 5.745
H 0.905 2.126 4.105
O 6.159 7.085 3.651
C 5.334 6.309 4.187
O 4.096 6.085 3.783
C 3.723 6.534 2.529
C 3.642 5.412 1.482
C 5.646 5.444 5.372
H 4.377 7.328 2.169
H 2.788 7.095 2.546
H 2.981 4.676 1.940
H 4.627 5.070 1.163
H 3.342 5.713 0.478
H 5.668 6.104 6.239
H 6.631 5.023 5.172
H 4.894 4.678 5.557
O -3.600 1.218 8.846
C -3.731 0.455 9.861
O -3.568 -0.830 9.866
C -3.350 -1.583 8.613
C -4.651 -1.789 7.693
C -4.092 0.985 11.207
H -3.138 -2.632 8.820
H -2.640 -1.034 7.994
H -5.232 -2.514 8.263
H -4.349 -2.225 6.740
H -5.215 -0.874 7.514
H -4.077 2.068 11.085
H -3.296 0.755 11.916
H -5.076 0.701 11.580
O -2.096 -4.194 -6.231
C -2.622 -3.482 -5.402
O -2.691 -3.796 -4.140
C -1.893 -4.828 -3.406
C -2.435 -6.248 -3.592
C -3.706 -2.503 -5.818
H -1.890 -4.510 -2.364
H -0.853 -4.781 -3.729
H -2.569 -6.559 -4.628
H -3.457 -6.368 -3.234
H -1.828 -7.033 -3.141
H -3.568 -1.568 -5.275
H -4.696 -2.890 -5.577
H -3.612 -2.243 -6.873
O -6.928 -4.843 -0.127
C -6.170 -4.452 -0.983
O -6.207 -4.718 -2.347
C -7.095 -5.709 -2.902
C -6.693 -5.927 -4.345
C -5.153 -3.389 -0.604
H -8.155 -5.647 -2.657
H -6.772 -6.636 -2.427
H -7.595 -6.312 -4.820
H -5.843 -6.600 -4.452
H -6.473 -4.954 -4.785
H -4.117 -3.701 -0.739
H -5.361 -2.941 0.367
H -5.230 -2.570 -1.320
O -7.756 3.002 -0.739
C -8.962 2.866 -1.040
O -9.978 3.530 -0.677
C -9.814 4.358 0.422
C -11.084 4.911 0.977
C -9.406 1.671 -1.951
H -9.192 5.224 0.194
H -9.324 3.829 1.239
H -11.859 5.287 0.309
H -10.994 5.546 1.859
H -11.714 4.140 1.421
H -8.532 1.059 -2.176
H -9.853 2.143 -2.826
H -10.139 1.045 -1.443
O 1.664 6.557 -3.918
C 0.939 5.594 -3.801
O -0.302 5.745 -3.356
C -0.726 7.024 -2.941
C -1.930 6.853 -1.980
C 1.351 4.229 -3.990
H -0.928 7.710 -3.764
H 0.060 7.455 -2.322
H -2.798 6.773 -2.635
H -1.912 7.759 -1.374
H -1.899 5.980 -1.328
H 0.550 3.759 -4.561
H 1.596 3.820 -3.010
H 2.143 4.325 -4.732
O -0.248 -7.308 0.956
C 0.686 -6.467 1.110
O 1.920 -6.597 0.565
C 2.378 -7.931 0.247
C 3.535 -7.922 -0.679
C 0.450 -5.114 1.687
H 1.506 -8.412 -0.197
H 2.701 -8.411 1.170
H 3.385 -7.330 -1.582
H 3.819 -8.964 -0.829
H 4.309 -7.341 -0.179
H 1.382 -4.633 1.986
H -0.245 -5.115 2.527
H -0.022 -4.499 0.921
*
```